Here is C22H24BBrMnN9O2S as an isolated structure from the OMol25 dataset. Energies are from wB97M-V/def2-TZVPD.

The calculation puts the frontier orbital gap (spin up / spin down) at 7.250 / 6.889 eV. For the molar mass, the calculation gives 624.22 g/mol. As for the spin multiplicity: 2. The relative energy (zero: lowest compared OMol25 entry of this formula, charge and spin) comes out at 0.00 kcal per mole. As for the maximum force: 0.402 eV/A. The charge is -1. The value obtained for the total energy is -5644.29635 Ha.

Last column: Mulliken charge in e.
Cartesian coordinates (Å):
Mn1 0.132 0.485 -0.385  0.5423
C1 -2.745 5.163 0.570  -0.8969
C2 -1.250 5.443 0.465  -0.6238
N1 -0.435 4.515 1.230  -0.2162
C3 -0.213 3.223 0.849  0.2537
S1 -0.396 2.775 -0.810  -0.5857
N2 0.198 2.449 1.843  -1.7775
N3 0.467 1.184 1.466  1.5855
C4 0.760 0.323 2.391  1.0345
C5 0.791 0.643 3.854  -2.0395
C6 1.048 -1.025 1.886  0.4644
C7 1.445 -2.081 2.705  -0.9760
C8 1.741 -3.308 2.139  -0.6248
C9 1.645 -3.457 0.762  -0.9805
C10 1.233 -2.367 0.015  -0.3450
N4 0.927 -1.190 0.554  0.8286
H1 -3.311 5.849 -0.064  0.3637
H2 -3.092 5.280 1.600  0.2904
H3 -2.952 4.142 0.248  0.2172
H4 -1.023 6.449 0.824  0.3650
H5 -0.931 5.388 -0.575  0.3357
H6 -0.449 4.618 2.234  0.2731
H7 0.344 1.619 4.010  0.4357
H8 1.815 0.662 4.237  0.2929
H9 0.230 -0.104 4.420  0.4290
H10 1.514 -1.928 3.773  0.4600
H11 2.040 -4.140 2.764  0.3905
H12 1.859 -4.395 0.271  0.4947
H13 1.124 -2.436 -1.059  0.3930
B1 1.780 -0.748 -3.225  0.2715
N5 2.502 0.309 -2.340  -0.6329
C11 3.736 0.793 -2.546  -0.1548
C12 4.080 1.599 -1.477  -1.2256
C13 2.952 1.563 -0.652  -0.2143
N6 2.017 0.778 -1.180  0.8348
N7 0.275 -0.390 -3.329  -0.7533
C14 -0.484 -0.426 -4.433  -0.1556
C15 -1.801 -0.197 -4.070  -1.3214
C16 -1.747 -0.010 -2.686  -0.1837
N8 -0.492 -0.135 -2.254  1.0317
H14 1.915 -1.858 -2.742  -0.1642
H15 2.260 -0.697 -4.336  -0.1908
H16 4.284 0.518 -3.432  0.4212
H17 4.996 2.144 -1.326  0.3859
H18 2.757 2.073 0.278  0.4232
H19 -0.036 -0.624 -5.393  0.4190
H20 -2.665 -0.157 -4.710  0.4092
H21 -2.526 0.225 -1.978  0.5210
Br1 -0.904 -4.973 -1.851  -0.1529
C17 -1.575 -4.157 -0.273  -0.1948
C18 -1.897 -4.944 0.818  -0.1900
N9 -2.345 -4.424 1.957  -0.6697
C19 -2.490 -3.099 2.017  -0.4139
C20 -2.178 -2.234 0.975  0.3636
C21 -1.700 -2.782 -0.205  0.0583
C22 -2.342 -0.728 1.146  -0.0230
O1 -3.124 -0.343 2.012  -0.7728
O2 -1.681 -0.012 0.333  -0.5985
H22 -1.786 -6.022 0.773  0.3633
H23 -2.873 -2.683 2.942  0.4747
H24 -1.425 -2.138 -1.030  0.6509